Entry 1:
# C5H12NO

2 unconnected molecules or ions with the total composition C5H12NO in a non-equilibrium geometry (the ωB97M-V functional and the def2-TZVPD basis, the OMol25 dataset).

Values from the calculation:
HOMO-LUMO gap, hartree: 0.2521
2S+1: 1
Total charge: -1
Largest force on an atom, eV Å⁻¹: 1.4
LUMO, eV: 4.243
Energy relative to the best compared isomer or geometry (same formula, charge and spin), kJ/mol: 109.0
Molecular weight, g mol⁻¹: 102.16
Calculated total energy, a.u.: -327.65454
Highest occupied orbital energy, hartree: -0.0962

```
19
Properties=species:S:1:pos:R:3:nbo_charge:R:1
O -0.71321 0.00931 -0.21906 -0.983
N -0.01282 2.02355 -3.22277 -0.863
C -0.93006 0.57046 -1.44275 -0.013
C 1.13684 -1.19901 1.75011 -0.698
C 0.32781 1.29824 -1.97656 -0.240
C 0.25314 -1.59007 2.91051 -0.176
C -1.00987 -1.16930 2.92269 -0.430
H -1.70560 -1.41103 3.72279 0.165
H -1.74677 1.30074 -1.42042 0.098
H 1.10944 0.55139 -2.14477 0.143
H 0.70644 -2.13972 3.73633 0.161
H -1.15829 -0.18396 -2.24759 0.058
H -0.32170 1.37384 -3.93694 0.337
H 2.01312 -0.62627 2.07287 0.180
H 0.62993 2.00987 -1.20658 0.172
H -1.36755 -0.61124 2.06101 0.249
H 1.51082 -2.09050 1.22823 0.185
H 0.76995 2.53845 -3.60298 0.332
H 0.50839 -0.65475 1.01589 0.325
```

Entry 2:
# C5H9N2S

A gas-phase ion, C5H9N2S (charge +1) in a non-equilibrium geometry (the ωB97M-V functional and the def2-TZVPD basis, the OMol25 dataset).

Values from the calculation:
HOMO-LUMO gap (spin up / spin down), hartree: 0.2446 / 0.2685
2S+1: 3
Total charge: +1
Largest force on an atom, eV Å⁻¹: 4.6
LUMO (spin up / spin down), eV: -3.131 / -5.737
Energy relative to the best compared isomer or geometry (same formula, charge and spin), kJ/mol: 383.7
Molecular weight, g mol⁻¹: 129.21
Calculated total energy, a.u.: -703.09473
Highest occupied orbital energy (spin up / spin down), hartree: -0.3597 / -0.4794

```
17
Properties=species:S:1:pos:R:3:lowdin_spin:R:1
S 0.29561 1.19241 1.32821 0.361
N -1.54945 -0.83946 0.74443 0.061
N 0.59012 2.26395 -1.22131 0.180
C 0.33653 2.86287 -0.07026 0.225
C -0.35359 -1.36001 -0.02543 0.066
C 0.68814 -2.30762 0.52243 0.022
C -0.38179 0.03093 0.45476 0.527
C 0.61123 1.49203 -2.09317 0.453
H -2.50340 -0.75986 0.35865 0.013
H -1.51866 -1.02241 1.80110 0.012
H 0.91075 0.59725 -2.61129 0.054
H 1.23712 -1.94260 1.40607 0.001
H -0.61157 -1.48814 -1.00305 0.014
H -0.74432 3.12362 0.14336 0.008
H 1.02413 3.61917 0.19235 0.002
H 0.49194 -3.29921 0.39130 0.003
H 1.47723 -2.16292 -0.31814 0.001
```

Entry 3:
# C25H35AlNO5S

A molecular structure, C25H35AlNO5S in a non-equilibrium geometry (the ωB97M-V functional and the def2-TZVPD basis, the OMol25 dataset).

Values from the calculation:
HOMO-LUMO gap, hartree: 0.1360
2S+1: 1
Total charge: -1
Largest force on an atom, eV Å⁻¹: 7.0
LUMO, eV: 1.809
Energy relative to the best compared isomer or geometry (same formula, charge and spin), kJ/mol: 52.8
Molecular weight, g mol⁻¹: 488.61
Calculated total energy, a.u.: -2045.32244
Highest occupied orbital energy, hartree: -0.0695

```
68
Properties=species:S:1:pos:R:3:nbo_charge:R:1
S -9.77098 -5.43919 14.16585 1.294
Al -10.41587 -3.39680 12.03693 1.980
O -9.44099 -4.63630 12.88155 -1.014
O -9.56371 -0.29196 11.09128 -0.650
O -9.11197 -2.49539 11.29220 -0.883
O -11.48120 -2.52790 13.20403 -0.878
O -10.79564 -1.74404 15.18619 -0.671
N -11.49401 -4.31411 10.88977 -1.246
C -14.05123 -1.06868 14.49439 0.016
C -14.64680 -2.15935 9.72797 -0.591
C -12.55881 -3.18854 9.02880 -0.131
C -9.19564 -4.46342 15.54540 -0.877
C -14.95989 -0.06922 14.56423 -0.219
C -11.52326 -7.32497 11.01477 -0.623
C -12.58816 -0.75299 9.43765 -0.594
C -13.13705 -2.11983 9.85469 -0.271
C -11.83778 -4.41520 9.70261 0.362
C -11.08636 -6.91942 9.59813 -0.205
C -11.53736 -1.69007 14.22006 0.833
C -8.35616 -6.52277 14.04896 -0.807
C -8.78352 -1.25577 11.00707 0.674
C -9.53909 -6.76808 9.63359 -0.608
C -10.87446 1.10115 13.90640 -0.667
C -14.53850 -2.50766 14.65776 -0.650
C -14.55514 1.30085 14.33710 -0.021
C -12.69280 -3.25264 7.66762 -0.219
C -15.52450 2.40402 14.62326 -0.631
C -12.02175 -5.61929 7.58738 -0.203
C -11.70192 -5.60607 8.91862 -0.184
C -12.30407 0.60523 13.99833 0.113
C -13.28252 1.55503 13.93465 -0.230
C -12.66864 -0.71280 14.25718 -0.174
C -12.48809 -4.45753 6.94316 -0.378
H -12.57074 -0.66381 8.37797 0.188
H -12.95481 -2.35125 7.10275 0.172
H -15.59037 -2.66377 14.41549 0.216
H -16.33914 2.08513 15.24809 0.212
H -10.88177 2.25393 14.02798 0.198
H -11.30753 -7.75626 8.86310 0.177
H -8.01617 -6.65392 13.04668 0.275
H -13.02499 2.61434 13.58007 0.196
H -8.63990 -7.54401 14.38793 0.238
H -15.88259 2.96634 13.75152 0.216
H -15.08968 -1.39262 10.38508 0.180
H -15.14601 -3.11379 10.13952 0.203
H -9.12925 -6.02391 8.99595 0.213
H -11.94669 -6.55715 7.06991 0.177
H -16.08412 -0.28353 14.67465 0.202
H -9.34278 -6.44378 10.63562 0.190
H -12.83437 -2.20921 10.88480 0.232
H -12.58507 -7.72209 10.97478 0.197
H -9.00252 -7.65609 9.38312 0.179
H -9.35083 -4.97125 16.53252 0.245
H -14.59391 -2.89091 15.68517 0.210
H -11.55770 -0.62260 9.80316 0.229
H -15.09371 3.25383 15.21401 0.209
H -13.24383 -0.00874 9.89044 0.182
H -12.56071 -4.36717 5.87061 0.178
H -7.77935 -1.15338 10.63615 0.094
H -15.16384 -1.91877 8.79097 0.198
H -10.35260 0.85503 12.99436 0.261
H -9.93044 -3.59927 15.65205 0.322
H -10.81858 -7.99775 11.52060 0.170
H -11.56113 -6.49082 11.65534 0.241
H -13.89491 -3.14857 13.99871 0.247
H -8.15604 -4.10862 15.47423 0.242
H -7.54562 -6.08303 14.65502 0.232
H -10.36886 0.63914 14.76856 0.232
```

Entry 4:
# C4H12

2 unconnected molecules or ions with the total composition C4H12 in a non-equilibrium geometry (the ωB97M-V functional and the def2-TZVPD basis, the OMol25 dataset).

Values from the calculation:
HOMO-LUMO gap, hartree: 0.4628
2S+1: 1
Total charge: 0
Largest force on an atom, eV Å⁻¹: 2.4
LUMO, eV: 1.185
Energy relative to the best compared isomer or geometry (same formula, charge and spin), kJ/mol: 59.3
Molecular weight, g mol⁻¹: 60.14
Calculated total energy, a.u.: -159.56239
SMILES: CC.CC
Highest occupied orbital energy, hartree: -0.4192

```
16
Properties=species:S:1:pos:R:3:nbo_charge:R:1
C 1.31855 -0.42257 1.24076 -0.616
C 0.61575 -1.70534 1.64090 -0.620
C -1.49875 1.04755 -1.01583 -0.625
C -0.22419 1.03262 -1.84777 -0.621
H 0.62141 0.36182 0.95978 0.206
H 1.88556 -0.06078 2.09830 0.207
H -2.43647 1.43021 -1.45856 0.206
H -0.45360 1.75352 -2.63470 0.210
H 1.92947 -0.62373 0.36359 0.209
H -0.40719 -1.67611 1.22123 0.200
H -0.05874 0.10811 -2.39820 0.208
H -1.46452 1.85828 -0.27627 0.206
H 0.40024 -1.88290 2.69318 0.207
H 0.60071 1.31871 -1.20870 0.211
H -1.80895 0.09861 -0.58597 0.205
H 0.98072 -2.63801 1.20827 0.207
```